Entry 1:
Entry from OMol25: a cluster of 16 separate species, C23H78N6O16 in total at a distorted geometry (wB97M-V/def2-TZVPD).

Structure (XYZ):
```
123
Properties=species:S:1:pos:R:3:lowdin_charge:R:1
C 1.2602 -13.5344 -5.8241 -0.06
C 0.4567 -12.5932 -6.7008 -0.28
O 1.3833 -11.6835 -7.2647 -0.10
H 1.7355 -12.9358 -4.9490 0.10
H 2.0669 -13.9194 -6.4077 0.05
H 0.6897 -14.3434 -5.3846 0.07
H -0.3657 -12.1089 -6.2452 0.10
H 0.0087 -13.1225 -7.5442 0.10
H 1.3496 -10.8639 -6.7796 0.02
C 4.8375 -12.5947 -7.6184 -0.05
C 4.9651 -11.7200 -6.3995 -0.30
O 6.0377 -10.8190 -6.4926 -0.08
H 4.0382 -13.3297 -7.4577 0.07
H 5.6786 -13.1421 -7.8632 0.05
H 4.4496 -11.9938 -8.5247 0.09
H 5.0470 -12.3174 -5.5209 0.11
H 4.0510 -11.1147 -6.4019 0.09
H 6.2865 -10.6033 -5.5715 0.12
C 2.9729 -9.5893 -9.1762 -0.05
C 3.1349 -8.5964 -10.3776 -0.27
O 2.1278 -8.5440 -11.3658 -0.10
H 1.9963 -9.5572 -8.6564 0.07
H 3.7398 -9.3985 -8.4435 0.05
H 3.1217 -10.5087 -9.6689 0.03
H 4.1824 -8.7344 -10.7191 0.10
H 3.2270 -7.5737 -9.9287 0.10
H 2.5906 -8.3068 -12.1815 0.05
C 7.0288 -8.2141 -10.2825 -0.04
C 6.4872 -9.1323 -9.1644 -0.30
O 7.4437 -10.0593 -8.6671 -0.08
H 7.8675 -7.6890 -9.8364 0.08
H 6.3411 -7.5112 -10.6518 0.04
H 7.3916 -8.7315 -11.1639 0.04
H 5.5863 -9.7203 -9.4183 0.08
H 6.1341 -8.5909 -8.3189 0.07
H 6.9330 -10.4823 -7.9874 0.01
C 6.4616 -12.3910 -10.9558 -0.08
C 7.3302 -12.3507 -12.2365 -0.32
O 7.8834 -11.1304 -12.4945 -0.09
H 5.6637 -11.6614 -10.7586 0.06
H 7.1648 -12.2600 -10.1062 0.08
H 5.9993 -13.3747 -10.7912 0.08
H 6.6872 -12.4894 -13.0697 0.07
H 8.1472 -13.1843 -12.2194 0.16
H 8.7724 -11.2383 -12.8338 0.11
C 0.2388 -13.1452 -11.6526 -0.09
C 0.5457 -12.3838 -10.4004 -0.31
O 1.8882 -12.6758 -9.9843 -0.08
H 0.9460 -12.9673 -12.4649 0.05
H -0.8037 -12.9168 -12.0512 0.11
H 0.0645 -14.1905 -11.4234 0.07
H -0.2394 -12.6876 -9.7427 0.09
H 0.3493 -11.2677 -10.4628 0.13
H 1.9471 -12.3332 -9.1024 0.02
C 4.5210 -5.2560 -12.2623 -0.10
C 3.6052 -4.7079 -13.3254 -0.29
O 4.4623 -3.8959 -14.1351 -0.09
H 4.0414 -6.0477 -11.6579 0.07
H 4.8220 -4.4892 -11.5595 0.07
H 5.3709 -5.6554 -12.7182 0.03
H 2.9118 -4.0886 -12.7793 0.09
H 3.1060 -5.5164 -13.8754 0.10
H 5.1079 -4.4567 -14.6048 0.08
C 5.2900 -8.6066 -13.2514 -0.60
O 4.0060 -8.0951 -13.4654 -0.14
N 5.4437 -9.8075 -12.8716 0.21
N 6.3526 -7.9170 -13.6033 0.17
H 4.5752 -10.2901 -12.6406 0.07
H 6.3752 -10.2738 -12.7025 0.09
H 6.1472 -7.0836 -14.1653 0.12
H 7.3454 -8.2207 -13.6342 0.14
C 5.8581 -5.5785 -8.4209 -0.61
O 6.3115 -4.6946 -9.3700 -0.12
N 6.5193 -5.8931 -7.3294 0.16
N 4.6417 -6.0852 -8.4864 0.18
H 7.3999 -5.3852 -7.2630 0.12
H 6.3038 -6.6020 -6.6042 0.10
H 3.9281 -5.7402 -9.1045 0.05
H 4.4055 -6.7723 -7.8145 0.04
C 0.5832 -9.7325 -14.3634 -0.65
O -0.6203 -9.1848 -14.7203 -0.13
N 1.5852 -9.4296 -15.0941 0.18
N 0.7266 -10.4673 -13.2946 0.18
H 1.2783 -8.8119 -15.8325 0.13
H 2.6056 -9.6391 -14.8703 0.14
H -0.1621 -10.4367 -12.6585 0.17
H 1.5960 -10.7546 -12.8563 0.05
C 1.4103 -4.1945 -10.2997 -0.16
O 2.4070 -4.7356 -9.5530 -0.15
H 1.9025 -3.3788 -10.7432 0.07
H 0.5860 -3.8766 -9.6405 0.10
H 1.0442 -4.8893 -10.9854 0.04
H 2.8319 -4.0876 -8.9412 0.12
C -0.2925 -6.8004 -12.6391 -0.17
O -1.3102 -6.7898 -13.6134 -0.13
H -0.4748 -6.0207 -11.8905 0.07
H 0.6708 -6.5339 -13.1152 0.08
H -0.3019 -7.7553 -12.2022 0.04
H -1.0874 -7.5748 -14.1387 0.01
C 4.4064 -7.8193 -5.1373 -0.15
O 4.2953 -7.9260 -6.5085 -0.14
H 4.5068 -8.7833 -4.6092 0.08
H 3.6182 -7.2700 -4.6422 0.09
H 5.3621 -7.3957 -4.9097 0.07
H 3.4489 -8.2882 -6.7553 0.05
C 1.6692 -9.8263 -4.8027 -0.15
O 1.5774 -9.1291 -6.0082 -0.11
H 0.7227 -10.3335 -4.5353 0.10
H 2.0683 -9.2490 -3.9520 0.10
H 2.2882 -10.6711 -5.0331 0.05
H 1.1135 -8.3642 -5.7337 0.08
C -0.0513 -7.3678 -8.7326 -0.16
O 0.1093 -8.3671 -9.6948 -0.14
H -0.9489 -7.5097 -8.1486 0.08
H -0.1639 -6.3835 -9.2053 0.07
H 0.8464 -7.3142 -8.1202 0.06
H 1.0348 -8.2923 -10.0618 0.03
C 3.7102 -12.5776 -13.0773 -0.10
O 3.2552 -11.3979 -12.3951 -0.18
H 2.9174 -13.0296 -13.6257 0.07
H 4.1803 -13.3000 -12.3567 0.10
H 4.5016 -12.4412 -13.8473 0.09
H 2.6784 -11.6590 -11.6587 0.06
```

Output
* strongest force on any atom: 7.3 eV/Å
* ΔE to the lowest compared entry with this formula, charge and spin: 20.97 kJ/mol
* orbital gap: 8.1 eV
* E_tot: -2455.2802 a.u.


Entry 2:
Entry from OMol25: a structure of composition C24H12Co2N2O6 at a distorted geometry (wB97M-V/def2-TZVPD).

Structure (XYZ):
```
46
Properties=species:S:1:pos:R:3:lowdin_charge:R:1
C -2.0442 -1.4790 0.3798 -0.20
C -1.8538 -2.8962 0.3248 -0.31
N -1.6217 -4.0365 0.1942 0.08
C -2.6234 -0.9666 1.6313 -0.24
C -3.4009 0.2131 1.6350 -0.04
C -3.6286 0.8816 2.8332 -0.05
C -3.1280 0.3590 4.0367 -0.29
C -3.2710 1.0961 5.2596 -0.23
N -3.3658 1.6993 6.2589 0.09
C -2.4640 -0.8742 4.0443 -0.05
C -2.2524 -1.5604 2.8521 -0.04
H -2.5088 -1.0573 -0.5186 0.12
H -3.7838 0.6035 0.6880 0.11
H -4.1731 1.8280 2.8421 0.11
H -2.0888 -1.2849 4.9836 0.11
H -1.7493 -2.5317 2.8566 0.11
O 0.0603 1.3283 -5.7558 0.08
C 0.0972 0.9919 -4.6514 -0.17
Co 0.1460 0.2836 -3.0015 0.03
C -0.7987 -1.2079 -3.3055 -0.12
O -1.4265 -2.1621 -3.4790 0.09
C 1.8407 -0.2198 -3.0468 -0.14
O 2.9384 -0.5726 -3.1411 0.11
C -0.3179 1.5368 -1.7751 -0.23
C 0.0767 0.3493 -1.2001 -0.27
C 0.2257 -0.4599 -0.1500 -0.09
C 1.5201 -0.9415 0.2519 -0.22
C 1.6743 -2.1946 0.9051 -0.04
C 2.9282 -2.6343 1.3029 -0.13
C 4.0656 -1.8474 1.0697 -0.15
C 3.9367 -0.6233 0.4049 -0.11
C 2.6856 -0.1858 -0.0180 -0.06
Co 1.0197 2.8676 -2.4354 0.04
C 0.6417 3.7625 -3.8871 -0.22
O 0.4036 4.4095 -4.8173 0.06
C 2.7691 2.6925 -2.3889 -0.21
O 3.9267 2.6771 -2.3347 0.06
C 0.7626 4.0490 -1.1920 -0.20
O 0.5858 4.8190 -0.3448 0.07
H -1.2984 1.9979 -1.5777 0.07
H -0.7268 -0.8878 0.3531 0.03
H 0.7787 -2.8048 1.0495 0.09
H 3.0240 -3.6004 1.7960 0.08
H 5.0482 -2.1929 1.3932 0.07
H 4.8092 -0.0014 0.2015 0.09
H 2.5614 0.7775 -0.5272 0.09
```

Output
* strongest force on any atom: 5.3 eV/Å
* total charge: -2
* ΔE to the lowest compared entry with this formula, charge and spin: 243.46 kJ/mol
* orbital gap: 5.3 eV
* E_tot: -4248.1254 a.u.


Entry 3:
Entry from OMol25: a structure of composition C24H12F6IN5O4PtS3 at a distorted geometry (wB97M-V/def2-TZVPD).

Structure (XYZ):
```
56
Properties=species:S:1:pos:R:3:lowdin_spin:R:1
Pt -0.2188 0.5121 -0.0540 1.25
F -4.4722 1.6913 1.4431 0.00
C -3.7146 2.7610 1.6918 0.00
F -4.1922 3.4214 2.7546 0.00
F -3.7079 3.6283 0.6672 0.00
S -1.9155 2.2623 1.9979 0.01
O -1.1305 2.9261 0.9966 0.03
O -1.6266 2.5726 3.3661 0.01
N -1.8239 0.7085 1.5815 0.11
S -2.3456 -0.5588 2.5091 0.01
O -2.9639 -0.0496 3.7148 0.01
O -1.2607 -1.5137 2.5898 0.00
C -3.7335 -1.3169 1.4256 0.00
F -3.7591 -0.6992 0.2168 0.00
F -3.5210 -2.5910 1.2075 0.00
F -4.8459 -1.1767 2.0705 0.00
S 7.2976 1.1262 1.5666 0.39
N 6.0607 0.8047 2.5734 0.00
C 4.9951 0.7804 1.7935 0.14
C 3.6148 0.6516 2.3002 0.03
C 3.2694 0.5602 3.6482 0.05
C 1.9259 0.5269 3.9325 -0.01
C 1.0068 0.5382 2.9022 0.07
N 1.2933 0.6730 1.5947 0.08
C 2.6260 0.7436 1.3415 0.08
C 2.9112 0.8253 -0.1125 0.05
N 1.8578 0.7810 -0.9466 0.12
C 2.1184 0.7903 -2.2829 0.06
C 3.3984 0.7520 -2.8785 0.00
C 4.4550 0.8444 -2.0260 0.04
C 4.1975 0.8745 -0.6357 0.01
C 5.2896 0.9663 0.3790 0.14
N 6.5526 1.2095 0.1222 -0.01
H 4.0255 0.4605 4.3756 0.00
H 1.5425 0.5113 4.9507 0.00
H -0.0210 0.5396 3.1917 0.00
H 1.2211 0.9009 -2.9154 0.00
H 3.4472 0.6789 -3.9649 0.00
H 5.4587 0.9278 -2.3607 0.00
I -1.5070 1.8998 -1.9126 0.22
C -2.1016 0.0528 -2.8022 0.09
C -2.8886 0.1049 -3.9606 0.07
C -3.3476 -1.0923 -4.5337 0.03
C -2.9321 -2.3178 -3.9823 0.12
C -2.1197 -2.3573 -2.8889 0.01
C -1.6606 -3.5117 -2.3211 0.21
C -0.8937 -3.5585 -1.1524 0.05
C -0.5239 -2.3864 -0.5435 0.14
C -0.8933 -1.1041 -1.0366 0.32
C -1.6170 -1.0988 -2.2688 0.04
H -3.2018 0.9823 -4.4384 0.00
H -4.0068 -1.0574 -5.4392 0.00
H -3.3347 -3.2703 -4.3017 0.00
H -1.8032 -4.4588 -2.8599 0.01
H -0.4891 -4.4438 -0.7032 0.00
H 0.0084 -2.4273 0.4175 0.01
```

Output
* strongest force on any atom: 3.8 eV/Å
* total charge: +2
* ΔE to the lowest compared entry with this formula, charge and spin: 0.00 kJ/mol
* orbital gap (spin up / spin down): 5.6 / 3.9 eV
* spin multiplicity: 5
* E_tot: -3706.5481 a.u.


Entry 4:
Entry from OMol25: a structure of composition C24H14BrCl2MgN4O4S (wB97M-V/def2-TZVPD).

Structure (XYZ):
```
51
Properties=species:S:1:pos:R:3:lowdin_charge:R:1
Mg 0.8929 0.2292 0.4590 0.39
O 4.3183 -0.6634 2.4916 0.08
C 3.2303 -0.4407 2.0022 -0.43
N 2.8943 0.2592 0.8767 0.06
C 3.8117 0.7917 0.0238 -0.43
O 4.9896 0.5390 -0.1274 0.08
C 3.1747 1.8868 -0.8425 -0.18
C 3.9365 2.5489 -1.7877 0.00
C 3.3431 3.5670 -2.5153 -0.06
C 2.0216 3.8988 -2.2585 -0.05
C 1.3332 3.1823 -1.2927 -0.13
N 1.8901 2.1858 -0.6058 0.06
C 1.9827 -0.8981 2.7751 -0.18
C 2.0554 -2.0011 3.6011 0.00
C 0.9279 -2.3476 4.3264 -0.05
C -0.2169 -1.5740 4.2193 -0.06
C -0.2100 -0.4994 3.3502 -0.13
N 0.8638 -0.1657 2.6292 0.07
H 4.9667 2.2498 -1.9202 0.11
H 3.9067 4.1024 -3.2700 0.10
H 1.5205 4.6910 -2.7990 0.10
H 0.2989 3.3966 -1.0481 0.09
H 2.9764 -2.5631 3.6446 0.12
H 0.9360 -3.2245 4.9624 0.11
H -1.1181 -1.8141 4.7662 0.10
H -1.1003 0.0977 3.1892 0.08
Cl 0.2858 -0.0396 -2.2192 0.77
C -1.0553 1.0603 -2.4724 -0.62
C -1.3955 1.2793 -3.7969 -0.14
C -2.4422 2.1275 -4.1079 -0.11
C -3.1275 2.7414 -3.0717 -0.14
C -2.7688 2.4990 -1.7571 -0.68
Cl -3.7034 3.3298 -0.5385 0.62
C -1.7154 1.6413 -1.3716 -0.73
S -1.3248 1.3769 0.3084 0.57
H -0.8354 0.7757 -4.5732 0.10
H -2.7204 2.3067 -5.1383 0.10
H -3.9487 3.4170 -3.2714 0.09
Br -4.0700 -0.9384 2.6609 0.69
C -3.2343 -2.1681 1.4549 -0.73
C -4.0333 -3.0769 0.7792 -0.12
C -3.3845 -3.9751 -0.0558 -0.07
C -2.0058 -3.9253 -0.1683 0.00
C -1.3199 -2.9458 0.5367 -0.16
N -1.9367 -2.0739 1.3407 0.12
C 0.1852 -2.8504 0.4166 -0.61
O 0.8096 -3.9072 0.4281 0.04
O 0.6260 -1.6786 0.2436 -0.13
H -5.1054 -3.0773 0.9084 0.09
H -3.9566 -4.7133 -0.6049 0.10
H -1.4487 -4.6196 -0.7804 0.12
```

Output
* strongest force on any atom: 0.7 eV/Å
* total charge: -1
* ΔE to the lowest compared entry with this formula, charge and spin: 87.98 kJ/mol
* orbital gap: 7.5 eV
* E_tot: -5535.9625 a.u.


Entry 5:
Entry from OMol25: a structure of composition C24H14ClCrFIN4O5 (wB97M-V/def2-TZVPD).

Structure (XYZ):
```
51
Properties=species:S:1:pos:R:3:lowdin_spin:R:1
Cr 0.7095 1.2095 -0.4465 2.84
O -3.2334 2.0136 3.1589 0.00
C -2.3132 1.3953 3.9150 0.00
C -2.5573 1.2702 5.2839 0.00
C -1.6306 0.6574 6.1108 0.00
C -0.4401 0.1598 5.5883 0.00
C -0.2015 0.2738 4.2255 0.00
C -1.1209 0.8764 3.3760 0.00
C -0.8024 0.9334 1.9157 0.00
O 0.1541 0.2441 1.4648 0.00
N -1.6090 1.7011 1.1950 0.00
N -1.2208 1.6528 -0.1486 -0.02
C -2.1459 1.8118 -1.0064 0.02
C -1.9971 1.6051 -2.4254 0.00
C -3.0163 2.0342 -3.2839 0.00
C -2.9655 1.8177 -4.6433 0.00
C -1.8537 1.1325 -5.1655 0.00
C -0.8572 0.6596 -4.3461 0.00
C -0.8922 0.8478 -2.9346 0.00
O 0.0022 0.3259 -2.1867 0.02
H -2.8209 2.0845 2.2352 0.00
H -3.4840 1.6691 5.6798 0.00
H -1.8380 0.5724 7.1727 0.00
H 0.2909 -0.3120 6.2373 0.00
H 0.7088 -0.1038 3.7734 0.00
H -3.1277 2.0728 -0.6173 0.00
H -3.8680 2.5543 -2.8505 0.00
H -3.7597 2.1646 -5.2926 0.00
H -1.7759 0.9822 -6.2376 0.00
H -0.0014 0.1323 -4.7528 0.00
Cl 4.7256 -5.1954 -0.5723 0.00
C 4.0080 -3.5864 -0.5812 0.01
C 4.8253 -2.4988 -0.6604 0.00
C 4.2874 -1.2078 -0.6650 0.00
I 5.5765 0.4340 -0.8102 0.00
C 2.9088 -0.9224 -0.5908 0.00
O 2.4922 0.2846 -0.6193 0.02
C 2.0611 -2.1129 -0.4903 0.00
N 0.7418 -1.8957 -0.3863 0.01
C -0.0821 -2.8995 -0.3015 0.00
C 0.3514 -4.2388 -0.3294 0.00
C 1.6871 -4.4992 -0.4274 0.00
C 2.6060 -3.4301 -0.4996 0.00
H 5.8953 -2.6407 -0.7240 0.00
H -1.1370 -2.6504 -0.2055 0.00
H -0.3662 -5.0476 -0.2759 0.00
H 2.0559 -5.5156 -0.4532 0.00
O 1.3541 4.5712 -3.1350 0.03
C 1.2244 3.5990 -2.4168 0.02
N 1.0999 2.6516 -1.7236 -0.01
F 1.3517 2.3628 0.8733 0.05
```

Output
* strongest force on any atom: 0.9 eV/Å
* total charge: -2
* orbital gap (spin up / spin down): 6.2 / 6.4 eV
* spin multiplicity: 4
* E_tot: -3420.6740 a.u.


Entry 6:
Entry from OMol25: an isolated molecule of C24H14ClF4N3O4 at a distorted geometry (wB97M-V/def2-TZVPD).

Structure (XYZ):
```
50
Properties=species:S:1:pos:R:3:lowdin_charge:R:1
C -1.9924 -0.3299 5.9136 -0.01
C -1.2436 -0.0170 4.6650 -0.54
O -1.0911 1.1387 4.3880 0.07
N -0.9425 -1.0246 3.7558 0.13
C -0.5937 -0.9164 2.3862 -0.30
C 0.2198 0.1376 1.8516 0.09
C 0.3407 0.1798 0.4571 -0.10
C 0.8833 1.0382 -0.5779 -0.11
C 1.5268 2.3764 -0.4353 -0.04
C 1.1896 3.2802 0.6930 0.02
C 1.8292 4.5012 0.8968 0.00
C 2.9878 4.8270 0.0654 -0.08
C 3.6913 6.1473 0.3015 -0.46
O 4.3493 6.7635 -0.5081 0.10
O 3.5721 6.6289 1.5859 0.05
C 3.3337 3.8993 -0.9556 0.05
C 2.6895 2.7046 -1.1930 -0.13
F 3.3616 1.7141 -2.0000 0.01
C 0.6784 0.5020 -1.7846 0.07
N -0.1175 -0.6673 -1.6656 0.08
C -0.2096 -1.5541 -2.6725 -0.43
O 0.2577 -1.2474 -3.7776 0.10
C -0.8489 -2.8981 -2.5819 -0.09
C 0.0042 -3.9491 -2.1607 -0.59
Cl 1.6798 -3.7759 -1.7385 0.74
C -0.5447 -5.2433 -2.0975 -0.10
C -1.9215 -5.3535 -2.3409 -0.03
C -2.7983 -4.2492 -2.8820 0.03
C -2.2642 -2.9629 -3.0238 -0.05
C -3.0079 -1.8078 -3.6034 -0.46
F -2.4869 -1.4811 -4.7978 0.16
F -4.3323 -2.2074 -3.6932 0.11
F -2.8387 -0.6081 -2.8417 0.09
C -0.2747 -0.8074 -0.2780 -0.13
C -0.9368 -1.8200 0.4571 -0.02
N -1.0462 -1.9775 1.7960 0.15
H -2.5631 0.5416 6.2054 0.08
H -2.7177 -1.1993 5.7177 0.11
H -1.2112 -0.5051 6.6586 0.09
H -1.0452 -1.9924 3.9621 0.13
H 0.7350 0.9882 2.3219 0.12
H 0.4240 2.9339 1.3934 0.11
H 1.5871 5.0999 1.7316 0.10
H 4.1756 7.4553 1.6800 0.17
H 4.2081 4.1644 -1.4573 0.11
H 0.9056 1.0881 -2.6977 0.17
H 0.0130 -6.1298 -1.7974 0.11
H -2.3606 -6.3064 -1.9854 0.11
H -3.7847 -4.5773 -3.2216 0.11
H -1.4692 -2.5020 -0.1143 0.09
```

Output
* strongest force on any atom: 4.5 eV/Å
* SMILES: CC(=O)Nc1cc2c(-c3ccc(C(=O)O)cc3F)cn(C(=O)c3c(Cl)cccc3C(F)(F)F)c2cn1
* ΔE to the lowest compared entry with this formula, charge and spin: 50.65 kJ/mol
* orbital gap: 8.2 eV
* E_tot: -2247.8322 a.u.